One molecule with the formula C25H31NO4, computed with the ωB97M-V functional and the def2-TZVPD basis.

Atoms and positions in Å:
C -3.29156 -0.55211 4.70101
C -3.39849 -0.21513 3.22044
O -2.13068 0.12378 2.65725
C -1.33699 -0.88828 2.29652
O -1.63996 -2.04642 2.43308
C 0.00156 -0.42797 1.72896
C 1.04552 -0.60835 2.85420
C 0.75911 0.12673 4.17077
C 0.95815 1.61527 4.10561
C -0.09848 2.49016 4.32459
C 0.09196 3.85971 4.26908
C 1.34657 4.37569 3.99506
C 2.40948 3.51369 3.78507
C 2.21612 2.14563 3.84452
C 0.37677 -1.37829 0.57745
C -0.52629 -1.16107 -0.64268
N -0.54678 0.20698 -1.12338
C 0.65645 0.59262 -1.83903
C 0.76374 -0.15059 -3.14319
C -0.36977 -0.33321 -3.92992
C -0.29199 -0.99960 -5.13540
C 0.93359 -1.49333 -5.57895
C 1.07537 -2.21137 -6.86482
O 2.11473 -2.65672 -7.28903
O -0.08819 -2.32078 -7.52894
C -0.02484 -2.99874 -8.77298
C 2.07021 -1.31198 -4.79502
C 1.98255 -0.64890 -3.58704
C -0.92496 1.10735 -0.05498
C -0.04233 1.00752 1.19709
H -2.85567 0.27850 5.25205
H -4.28168 -0.75599 5.09860
H -2.67142 -1.43505 4.83654
H -3.81122 -1.06886 2.67269
H -4.02229 0.66719 3.06122
H 2.01795 -0.29256 2.47025
H 1.10336 -1.67805 3.07161
H -0.25602 -0.09452 4.50096
H 1.44443 -0.27698 4.92284
H -1.08241 2.09421 4.53196
H -0.74140 4.52571 4.44017
H 1.49683 5.44421 3.95012
H 3.39355 3.90939 3.57905
H 3.05466 1.48039 3.69301
H 0.27423 -2.41065 0.91344
H 1.41970 -1.21142 0.30148
H -0.20726 -1.81103 -1.46070
H -1.55384 -1.42961 -0.37769
H 0.57483 1.66325 -2.05917
H 1.58175 0.44578 -1.25891
H -1.31305 0.04840 -3.57092
H -1.17241 -1.14154 -5.74214
H 0.33277 -4.02093 -8.63100
H 0.65614 -2.48230 -9.45303
H -1.03610 -2.99927 -9.17177
H 3.01158 -1.70266 -5.15084
H 2.86884 -0.51544 -2.98289
H -0.90601 2.13138 -0.43644
H -1.95799 0.86926 0.21643
H -0.42804 1.68597 1.95449
H 0.97561 1.32091 0.95323

The calculation puts the LUMO energy at 0.69 eV. As for the HOMO energy: -8.3231 eV. The calculation puts the HOMO-LUMO gap at 9.01 eV. Its SMILES is CCOC(=O)C1(CCc2ccccc2)CCN(Cc2ccc(C(=O)OC)cc2)CC1. Its energy relative to the best compared isomer or geometry (same formula, charge and spin) is 0.0942 eV.



A 2-piece molecular cluster, CH8NO overall, computed with the ωB97M-V functional and the def2-TZVPD basis.

Atoms and positions in Å:
N -1.48752 -1.08208 -0.60847
H -2.03552 -1.02889 -1.49635
H -0.66078 -1.69350 -0.83187
H -0.94312 -0.21137 -0.46569
H -2.01272 -1.48901 0.20772
C 0.78161 1.31547 0.60611
O 0.99758 -0.00383 0.06453
H 0.47963 1.91809 -0.25476
H 0.03953 1.26564 1.38667
H 1.73168 1.79147 0.78128
H 1.67525 -0.49876 0.54152

The calculation puts the LUMO energy (spin up / spin down) at 0.94 / 0.62 eV. As for the HOMO energy (spin up / spin down): -3.6893 / -11.2977 eV. The calculation puts the HOMO-LUMO gap (spin up / spin down) at 4.63 / 11.92 eV. As for the spin multiplicity: 2. Its energy relative to the best compared isomer or geometry (same formula, charge and spin) is 0.5138 eV.



One molecule with the formula C7H5ClN4O, computed with the ωB97M-V functional and the def2-TZVPD basis.

Atoms and positions in Å:
C 1.53609 -1.15732 -1.52495
C 0.54451 -1.13988 -0.33808
C -0.16269 0.22789 -0.10950
C -1.22016 0.43221 -1.16081
N -2.04108 0.68651 -1.90828
C 0.84988 1.23171 -0.28765
N 1.78093 1.86132 -0.55024
C -1.02470 0.26700 1.19589
C -1.07860 1.74920 1.87728
O -1.17042 2.74068 1.24230
Cl -0.79493 1.56058 3.52093
N -2.18442 -0.52243 1.51691
N -1.24124 -0.76136 2.22185
H 0.96670 -1.22978 -2.53236
H 2.05662 -2.06441 -1.61528
H 2.24224 -0.36930 -1.53321
H 1.11187 -1.54800 0.47178
H -0.17059 -1.96462 -0.48659

The calculation puts the LUMO energy at -0.62 eV. As for the HOMO energy: -11.2534 eV. The calculation puts the HOMO-LUMO gap at 10.64 eV. Its SMILES is CCC(C#N)(C#N)C1(C(=O)Cl)N=N1. Its energy relative to the best compared isomer or geometry (same formula, charge and spin) is 1.1569 eV.



A 2-piece molecular cluster, C2H3ClO2 overall, computed with the ωB97M-V functional and the def2-TZVPD basis.

Atoms and positions in Å:
O 1.23473 0.90432 0.01763
C 2.01949 -0.21816 -0.01861
O 0.98274 -1.06184 -0.00671
C 0.22467 0.10133 0.14940
H 3.01860 -0.38393 0.31153
H -0.73550 0.15206 -0.32509
Cl -3.99961 0.35099 -0.13515
H -2.74511 0.15524 0.00701

The calculation puts the LUMO energy at 0.70 eV. As for the HOMO energy: -8.1127 eV. The calculation puts the HOMO-LUMO gap at 8.81 eV. Its SMILES is O1[C@H]2O[C@@H]12.Cl. Its energy relative to the best compared isomer or geometry (same formula, charge and spin) is 4.3790 eV.



A 2-piece molecular cluster, C5H16N5 overall, computed with the ωB97M-V functional and the def2-TZVPD basis.

Atoms and positions in Å:
C -0.71932 0.45081 -3.06761
C -0.42581 -2.47990 0.10685
C -0.29672 0.83507 -1.69964
C 0.29879 -1.25783 -0.50401
C -0.55495 0.45842 2.09170
N 0.68854 0.74457 2.08909
N 1.77129 0.94331 1.46811
N -1.40903 1.45570 2.05908
N 2.95501 1.14215 1.94404
N -0.55445 -0.10186 -0.54590
H -1.63268 -0.08645 -2.93750
H -0.87235 1.32129 -3.68000
H 0.12735 -0.14267 -3.42594
H 0.24644 -3.30100 -0.16736
H -0.39721 -2.37801 1.23307
H -1.35954 -2.75906 -0.41828
H -0.89245 1.78246 -1.45872
H 0.72008 1.22129 -1.61693
H 0.47414 -1.59036 -1.55179
H 1.18627 -1.06122 0.15332
H -0.89397 -0.59835 2.33555
H -1.31091 2.41013 1.94357
H -2.41257 1.23174 2.18954
H 3.09495 1.19820 2.96551
H 3.68741 1.03282 1.21692
H -1.51832 -0.47125 -0.72268

The calculation puts the LUMO energy at -3.76 eV. As for the HOMO energy: -12.1891 eV. The calculation puts the HOMO-LUMO gap at 8.43 eV. Its total charge is +1. Its energy relative to the best compared isomer or geometry (same formula, charge and spin) is 3.2974 eV.



C14H30BeNO3P2 as an isolated structure, computed with the ωB97M-V functional and the def2-TZVPD basis.

Atoms and positions in Å:
Be 0.29995 -0.11421 0.19221
P -0.37942 1.74483 -1.13953
C 1.31821 1.84108 -1.65257
C 2.28951 1.09085 -1.02140
N 1.89221 0.09488 -0.11273
C 2.73728 -0.53720 0.68389
C 4.05506 -0.14635 0.79153
C 4.52642 0.82596 -0.11588
C 3.68930 1.38787 -1.05337
C 2.15690 -1.67404 1.55934
P 0.73910 -2.40953 0.67768
H 4.01181 2.10196 -1.79171
H 4.68565 -0.61419 1.54354
H 5.57089 1.12216 -0.06395
H 2.92523 -2.42910 1.77672
H 1.78533 -1.27100 2.52654
H 1.14495 0.43580 -3.69612
H 1.62513 2.39272 -2.57087
H -0.13573 -1.64848 -2.84289
O 0.98334 -0.02037 -4.54683
H 1.54409 -0.82067 -4.43554
H -0.12264 -1.08786 -0.32479
O -0.59124 -2.41464 -2.52065
H -1.49476 -2.04453 -2.19730
C 1.60459 -3.67114 -0.31646
H 2.17887 -4.34045 0.33194
H 0.85582 -4.24663 -0.89368
H 2.27258 -3.16980 -1.02609
C -0.06400 -3.36403 2.03252
H -0.97378 -3.84321 1.64287
H 0.61270 -4.14660 2.42315
H -0.34212 -2.68157 2.85216
C -0.26002 3.21928 -0.07036
H -0.02256 4.06476 -0.72714
H -1.16768 3.39496 0.49922
H 0.58699 3.06957 0.61373
C -1.43050 2.24006 -2.55674
H -2.48089 2.24715 -2.21882
H -1.14261 3.24906 -2.89242
H -1.32470 1.53036 -3.38634
C -2.87128 -0.61912 0.36151
C -2.05385 0.16756 1.36712
C -2.48761 -0.10532 2.81024
O -0.66211 -0.02306 1.35271
H -2.65461 -1.68931 0.42883
H -2.67442 -0.29817 -0.66569
H -3.94530 -0.47760 0.55165
H -2.25416 1.24049 1.17309
H -2.25919 -1.14818 3.09033
H -1.93153 0.55963 3.48739
H -3.56395 0.08036 2.92836

The calculation puts the LUMO energy (spin up / spin down) at -3.61 / -5.35 eV. As for the HOMO energy (spin up / spin down): -11.3898 / -10.0112 eV. The calculation puts the HOMO-LUMO gap (spin up / spin down) at 7.78 / 4.66 eV. Its total charge is +1. Its energy relative to the best compared isomer or geometry (same formula, charge and spin) is 3.5913 eV.



energy relative to the best compared isomer or geometry (same formula, charge and spin) of number 1 (C25H31NO4)?
0.0942 eV



energy relative to the best compared isomer or geometry (same formula, charge and spin) of number 5 (C5H16N5)?
3.2974 eV



energy relative to the best compared isomer or geometry (same formula, charge and spin) of number 3 (C7H5ClN4O)?
1.1569 eV